Computed, not measured: a cluster of 10 separate species, C44H112N12O10 in total, with the ωB97M-V functional and the def2-TZVPD basis.

Geometry as ORCA input:
```
! RIJCOSX wB97M-V def2-TZVPD def2/J DEFGRID3
* xyz 0 1
C -31.320 -2.321 -25.813
C -31.835 -2.107 -24.394
C -31.654 -3.425 -23.640
C -31.603 -3.346 -22.107
C -30.771 -2.207 -21.549
C -30.906 -0.866 -22.284
N -30.908 -1.129 -23.755
O -30.877 0.085 -24.490
C -32.144 -0.094 -21.796
C -29.651 -0.032 -22.036
C -33.298 -1.638 -24.347
H -31.839 -3.141 -26.307
H -30.241 -2.442 -25.836
H -31.530 -1.408 -26.378
H -32.554 -4.029 -23.800
H -30.825 -4.005 -24.050
H -31.415 -4.333 -21.680
H -32.646 -3.185 -21.792
H -29.701 -2.411 -21.624
H -31.121 -2.059 -20.526
H -32.068 0.175 -20.744
H -32.343 0.766 -22.433
H -32.996 -0.777 -21.850
H -29.713 0.914 -22.568
H -29.549 0.205 -20.973
H -28.740 -0.553 -22.336
H -33.407 -0.572 -24.148
H -33.915 -2.156 -23.613
H -33.767 -1.819 -25.318
H -31.778 0.438 -24.432
C -25.423 -2.928 -19.308
C -26.763 -3.385 -18.699
C -27.818 -3.371 -19.797
C -27.638 -4.417 -20.866
C -27.572 -5.807 -20.204
C -26.628 -5.938 -18.985
N -26.666 -4.735 -18.155
O -25.760 -4.820 -17.067
C -27.140 -7.117 -18.190
C -25.205 -6.228 -19.507
C -27.256 -2.420 -17.635
H -24.510 -3.332 -18.864
H -25.292 -1.845 -19.233
H -25.351 -3.190 -20.366
H -28.813 -3.368 -19.346
H -27.747 -2.384 -20.273
H -26.821 -4.281 -21.573
H -28.594 -4.433 -21.402
H -27.281 -6.588 -20.904
H -28.594 -5.955 -19.844
H -26.548 -7.374 -17.307
H -28.138 -6.941 -17.773
H -27.253 -8.007 -18.814
H -25.240 -7.168 -20.062
H -24.851 -5.478 -20.213
H -24.530 -6.313 -18.657
H -28.152 -2.818 -17.151
H -27.536 -1.430 -17.997
H -26.531 -2.323 -16.821
H -24.906 -4.610 -17.490
C -27.384 -2.174 -24.907
O -26.378 -2.506 -25.519
N -28.026 -3.032 -24.051
N -27.984 -0.945 -25.023
H -28.870 -2.739 -23.589
H -27.537 -3.889 -23.874
H -27.716 -0.471 -25.870
H -28.956 -0.872 -24.747
C -27.438 -3.360 -13.001
O -28.192 -3.468 -12.043
N -26.451 -2.426 -13.092
N -27.584 -4.150 -14.105
H -26.486 -1.671 -12.434
H -25.762 -2.440 -13.834
H -27.050 -4.101 -14.958
H -28.222 -4.924 -14.072
C -21.844 -3.308 -25.748
C -22.956 -4.227 -25.297
C -23.373 -4.009 -23.854
O -22.266 -3.905 -22.990
C -22.627 -3.656 -21.681
N -24.104 -4.069 -26.195
H -20.990 -3.383 -25.063
H -22.095 -2.244 -25.693
H -21.416 -3.555 -26.718
H -22.602 -5.254 -25.434
H -23.960 -4.899 -23.558
H -24.092 -3.181 -23.793
H -23.161 -2.712 -21.506
H -21.752 -3.595 -21.021
H -23.202 -4.466 -21.197
H -24.213 -3.099 -26.464
H -24.978 -4.275 -25.726
C -25.073 -0.456 -22.561
C -24.927 0.421 -21.293
C -24.641 1.817 -21.753
O -24.376 2.610 -20.601
C -23.826 3.872 -20.891
N -26.233 0.362 -20.616
H -25.170 -1.511 -22.306
H -24.184 -0.325 -23.189
H -25.891 -0.113 -23.197
H -24.076 -0.020 -20.760
H -25.469 2.240 -22.339
H -23.776 1.893 -22.429
H -23.862 4.448 -19.969
H -24.402 4.411 -21.652
H -22.795 3.770 -21.250
H -26.407 -0.617 -20.421
H -26.097 0.852 -19.735
C -32.609 -5.323 -16.200
C -33.005 -5.127 -17.667
C -32.854 -6.403 -18.458
O -31.554 -6.960 -18.294
C -31.055 -7.597 -19.443
N -34.440 -4.808 -17.650
H -33.288 -6.023 -15.706
H -32.762 -4.409 -15.626
H -31.598 -5.707 -16.067
H -32.367 -4.304 -18.013
H -33.065 -6.228 -19.519
H -33.527 -7.179 -18.075
H -31.810 -8.259 -19.887
H -30.179 -8.186 -19.183
H -30.796 -6.854 -20.210
H -34.563 -3.853 -17.324
H -34.855 -4.780 -18.578
C -32.754 -10.498 -16.974
C -32.219 -9.825 -15.727
C -30.785 -9.367 -15.898
O -29.999 -10.380 -16.527
C -28.628 -10.117 -16.353
N -33.077 -8.690 -15.360
H -32.794 -9.766 -17.792
H -33.797 -10.788 -16.840
H -32.134 -11.339 -17.267
H -32.262 -10.534 -14.897
H -30.305 -9.218 -14.916
H -30.639 -8.420 -16.434
H -28.058 -10.910 -16.831
H -28.305 -10.082 -15.305
H -28.437 -9.135 -16.805
H -33.175 -8.073 -16.164
H -32.516 -8.081 -14.762
C -22.390 -1.467 -14.841
C -23.178 -2.289 -15.858
C -22.213 -3.275 -16.508
O -22.850 -4.265 -17.309
C -22.025 -5.376 -17.618
N -24.269 -2.971 -15.118
H -22.743 -0.442 -14.742
H -21.364 -1.332 -15.212
H -22.319 -1.944 -13.867
H -23.650 -1.666 -16.619
H -21.544 -3.724 -15.766
H -21.603 -2.664 -17.193
H -21.083 -5.351 -17.067
H -21.781 -5.393 -18.683
H -22.558 -6.291 -17.357
H -23.873 -3.497 -14.344
H -24.625 -3.645 -15.788
C -27.876 0.342 -14.747
C -28.939 0.552 -15.817
C -30.120 -0.388 -15.652
O -29.665 -1.689 -15.360
C -30.625 -2.454 -14.701
N -29.452 1.935 -15.877
H -27.237 -0.496 -15.043
H -28.343 0.054 -13.803
H -27.196 1.179 -14.590
H -28.529 0.490 -16.830
H -30.685 -0.395 -16.591
H -30.742 0.001 -14.836
H -30.273 -3.480 -14.584
H -31.551 -2.603 -15.275
H -30.875 -2.103 -13.695
H -29.908 2.270 -15.036
H -28.697 2.578 -16.072
*
```

For the energy above the lowest of the compared OMol25 structures with the same formula, charge and spin, the calculation gives 0.0 kcal/mol. As for the total energy: -3153.00548 hartree. As for the strongest force on any atom: 0.05022 Eh/bohr. The value obtained for the HOMO-LUMO gap is 0.323 Ha. As for the SMILES: CC1(C)CCCC(C)(C)N1O.CC1(C)CCCC(C)(C)N1O.COC[C@H](C)N.COC[C@H](C)N.COC[C@H](C)N.COC[C@H](C)N.COC[C@H](C)N.COC[C@H](C)N.NC(N)=O.NC(N)=O.

Atomic partial charges in e from the Mulliken method, atoms 1 to 4:
1. C -1.932
2. C 1.587
3. C -1.962
4. C -0.251